DFT (ωB97M-V/def2-TZVPD) results for a 9-piece molecular cluster, C54H80BF24IN3O17 overall.

```
180
Properties=species:S:1:pos:R:3:forces:R:3:mulliken_charge:R:1
C -1.4650 -0.7763 -5.2815 -0.75 -0.28 1.32 -0.725
C -1.0137 -2.2765 -4.7148 1.21 0.69 0.61 -0.351
C -0.2953 -2.1228 -3.2123 -0.62 0.20 -0.84 -0.419
C -1.4612 -1.5906 -2.1890 0.01 0.07 1.34 -0.364
C -0.9028 -1.2693 -0.6505 0.87 -0.59 -1.25 -0.544
C 0.2598 -0.1254 -0.8175 1.28 0.37 1.07 -0.120
C 0.0558 1.2152 0.1039 -1.42 -0.15 0.19 0.680
C 0.6378 2.6031 -0.5443 0.07 -0.07 -0.04 -0.693
C 2.2269 2.4868 -1.0516 -1.36 0.51 -1.68 0.370
N 3.1597 3.3855 -0.2708 1.62 -1.39 -0.37 0.602
C 4.1184 4.1531 -1.1571 0.54 0.70 0.91 -1.045
C 5.1890 3.2124 -1.9698 -1.48 2.15 -2.58 -0.061
C 6.2380 4.1696 -2.8465 -1.06 -0.56 -1.48 -0.656
I 7.5294 5.4299 -1.5924 -0.56 -1.01 -0.47 0.162
C 5.4203 5.2195 -3.8538 0.71 -0.16 0.31 -0.473
C 4.4097 4.4651 -4.9018 0.07 0.34 1.06 -0.777
N 5.9194 2.1937 -1.1232 1.09 0.10 0.47 0.655
B 6.4288 0.9998 -1.9663 2.46 -2.59 -1.76 0.324
C 5.4670 -0.0018 -2.8471 -1.33 0.35 -0.62 -0.679
O 7.8975 0.7241 -2.0130 -3.82 -0.02 1.96 -0.522
C 5.1094 1.5942 0.0046 -2.31 -2.08 2.93 -0.951
C 4.0341 2.6315 0.7045 0.49 0.68 1.63 -0.353
C 3.1744 1.9073 1.9431 -2.08 -1.86 2.89 0.291
C 2.0033 2.6760 2.7694 0.04 -1.50 0.76 -0.064
C 1.0968 2.0433 4.0087 4.77 -3.32 -2.67 -0.490
C 1.5819 0.4799 4.3572 1.63 3.30 -3.22 -0.451
C 2.8011 -0.0929 3.4423 -1.19 1.35 0.37 -0.285
N 3.5529 0.5125 2.3069 -3.98 3.02 2.60 -0.414
H -0.8246 0.0837 -4.7572 -1.16 -1.95 -1.31 0.207
H -2.5759 -0.6022 -4.8815 2.34 -0.20 -1.26 0.105
H -1.4033 -0.6967 -6.4481 -0.21 -0.15 2.36 0.294
H -1.9155 -3.0082 -4.5669 1.71 1.41 -0.74 0.129
H -0.1840 -2.6772 -5.4420 -1.84 0.39 1.36 0.353
H 0.5986 -1.3801 -3.3741 -1.78 -1.21 0.57 0.112
H 0.1903 -3.1427 -2.8449 -1.28 2.06 -0.72 0.279
H -2.2686 -2.4341 -2.0759 1.42 1.61 -0.46 0.279
H -1.9945 -0.5883 -2.5387 1.21 -2.23 0.40 0.119
H -0.3845 -2.2626 -0.2553 -1.15 2.09 -0.73 0.324
H -1.7573 -0.9887 0.0988 1.61 -0.29 -1.58 0.226
H 1.2790 -0.6272 -0.4506 -2.00 1.09 -0.94 0.027
H 0.4520 0.2328 -1.9160 -0.71 -0.90 1.89 0.056
H 0.4327 0.9861 1.1973 -0.55 0.68 -2.27 -0.352
H -1.1238 1.3682 0.2068 2.55 -0.30 -0.25 -0.112
H -0.0491 2.8882 -1.4755 1.60 -0.77 1.88 0.435
H 0.5412 3.5357 0.1936 0.34 -2.21 -1.46 -0.181
H 2.5862 1.3733 -1.1597 -0.74 2.03 0.47 -0.277
H 2.2085 2.9217 -2.1636 0.15 -0.98 2.30 -0.041
H 3.4866 4.8418 -1.8690 1.43 -1.59 1.14 0.369
H 4.7356 4.8700 -0.4297 -1.26 -1.46 -1.65 0.018
H 4.5546 2.6340 -2.7992 1.48 0.98 1.93 0.045
H 6.9131 3.5180 -3.5626 -1.17 1.11 1.72 0.490
H 6.2521 5.7996 -4.4548 -1.65 -1.20 1.27 0.424
H 4.9041 5.9983 -3.1406 0.75 -1.48 -1.69 0.255
H 4.9454 3.5540 -5.4165 -1.07 1.82 1.00 0.248
H 3.4826 4.0842 -4.2533 1.81 0.78 -1.79 0.112
H 4.0839 5.2517 -5.7107 0.46 -1.74 1.65 0.369
H 6.8005 2.5917 -0.6775 -1.23 0.14 -0.69 0.648
H 4.3419 0.3896 -2.9218 2.32 -0.94 0.29 0.144
H 5.4146 -1.1090 -2.4278 0.30 2.31 -0.87 0.319
H 5.8461 -0.0323 -3.9766 -0.57 -0.06 2.53 0.256
H 8.0134 -0.1418 -1.5174 0.14 1.18 -1.18 0.345
H 5.7986 1.1866 0.8902 -1.24 1.01 -2.21 0.392
H 4.4643 0.6455 -0.3258 1.64 2.11 0.28 0.212
H 4.6999 3.4548 1.2562 -1.42 -1.64 -1.17 0.519
H 1.7746 3.8003 2.4554 0.53 -2.72 0.68 0.158
H 0.2577 2.6145 4.5897 1.88 -1.15 -1.41 0.379
H 1.0902 -0.1435 5.2317 1.25 1.35 -2.15 0.333
H 3.1520 -1.1975 3.7381 -0.77 2.76 -0.93 0.307
C 10.1677 4.7334 4.7802 0.28 0.06 -0.24 -0.840
C 8.7108 4.9085 4.3939 0.30 -0.66 0.65 -0.042
O 8.5404 6.0811 3.5828 0.03 0.42 -2.28 -0.320
C 8.8399 5.9416 2.2510 0.52 -2.81 1.66 0.443
O 9.2389 4.8972 1.7458 -0.96 2.54 0.51 -0.511
C 8.5696 7.2441 1.5028 -0.19 2.56 -0.95 0.720
F 9.0498 8.3413 2.1564 -0.34 -1.42 -0.40 -0.239
F 7.2345 7.4643 1.3234 0.94 -0.62 0.33 -0.245
F 9.1274 7.2705 0.2587 -0.32 -0.49 1.20 -0.236
H 10.5487 5.6383 5.2644 -0.16 -0.14 0.05 0.319
H 10.2880 3.8876 5.4625 -0.11 0.41 -0.33 0.135
H 10.7918 4.5581 3.8984 -0.14 -0.06 0.09 0.317
H 8.1086 5.0573 5.2965 0.01 0.28 -0.32 0.328
H 8.3159 4.0213 3.8859 0.12 0.26 -0.14 0.229
C -6.7265 2.2337 2.1837 0.19 -0.25 0.23 -1.100
C -5.9253 3.1882 1.3180 -0.93 -0.21 -0.31 -0.187
O -4.6545 3.4733 1.9226 2.11 -0.93 -0.05 -0.312
C -3.6725 2.5338 1.7336 -2.87 -1.00 -1.56 0.185
O -3.8324 1.4960 1.0990 1.03 2.21 1.54 -0.527
C -2.3682 2.9846 2.3856 2.08 0.56 1.21 1.052
F -2.5474 3.4804 3.6440 -0.19 -0.50 -1.11 -0.294
F -1.7543 3.9736 1.6727 -0.76 -0.77 0.25 -0.257
F -1.4542 1.9793 2.5015 -1.39 0.78 -0.16 -0.134
H -6.8239 2.6266 3.2009 -0.08 0.07 -0.19 0.315
H -7.7247 2.0777 1.7659 0.14 0.06 0.02 0.379
H -6.2295 1.2619 2.2647 -0.10 0.11 -0.14 0.294
H -6.4579 4.1415 1.2353 0.42 -0.04 0.15 0.327
H -5.7959 2.8021 0.3004 0.20 -0.02 0.27 0.299
C -5.3219 -3.1644 -4.8052 -0.07 -0.04 0.30 -0.856
C -6.6950 -3.6606 -4.3918 0.36 -0.07 -0.80 -0.535
O -6.9048 -3.4548 -2.9863 -0.84 1.59 1.31 -0.246
C -7.2881 -2.1913 -2.6126 0.36 0.00 -3.37 0.297
O -7.4458 -1.2639 -3.4002 0.21 -1.80 2.32 -0.534
C -7.5211 -2.1267 -1.1057 -0.57 0.33 2.49 0.884
F -6.5321 -2.7350 -0.3890 -0.56 0.47 -0.93 -0.275
F -8.6850 -2.7394 -0.7406 0.98 0.43 -0.75 -0.263
F -7.6013 -0.8504 -0.6323 0.18 -1.14 -0.93 -0.240
H -4.5439 -3.6298 -4.1916 -0.11 -0.09 -0.05 0.299
H -5.1288 -3.3921 -5.8569 -0.47 -0.32 1.76 0.336
H -5.2336 -2.0827 -4.6634 -0.10 -0.08 -0.11 0.342
H -6.7620 -4.7395 -4.5675 -0.07 0.18 0.39 0.397
H -7.4911 -3.1886 -4.9789 0.14 0.09 0.29 0.340
C -4.4842 -5.5069 2.2154 0.08 -0.38 0.15 -1.233
C -5.8462 -5.2633 1.5924 0.40 0.70 0.28 0.218
O -6.3420 -6.4620 0.9765 -1.09 -1.57 0.66 -0.292
C -6.9292 -7.3734 1.8175 0.91 2.48 1.88 0.372
O -7.0372 -7.2147 3.0293 0.00 -0.87 -2.75 -0.539
C -7.4510 -8.5709 1.0281 -0.93 -2.25 -1.35 0.803
F -6.5548 -9.0318 0.1084 -0.49 0.72 0.96 -0.250
F -8.5866 -8.2705 0.3329 1.01 0.21 0.78 -0.249
F -7.7631 -9.6367 1.8194 0.48 1.43 -0.43 -0.190
H -3.7902 -5.9167 1.4746 -0.09 0.18 0.01 0.313
H -4.0697 -4.5774 2.6148 -0.09 -0.07 -0.08 0.373
H -4.5469 -6.2357 3.0295 -0.05 0.19 -0.05 0.342
H -5.7566 -4.5133 0.7993 -0.17 -0.49 0.01 0.011
H -6.5637 -4.8743 2.3239 0.06 -0.31 -0.10 0.352
C 5.4306 1.2498 8.3511 0.18 -0.04 0.34 -1.140
C 6.2396 1.4749 7.0872 -0.76 -0.36 -0.05 -0.130
O 7.4670 2.1570 7.3875 1.79 -0.51 0.41 -0.273
C 8.4907 1.3756 7.8611 -2.39 -2.24 -0.43 0.338
O 8.4008 0.1649 8.0383 0.73 2.94 -0.29 -0.511
C 9.7430 2.2169 8.0918 2.31 1.25 1.04 0.869
F 9.4825 3.3914 8.7354 -0.21 -1.16 -0.63 -0.247
F 10.3560 2.5550 6.9200 -0.77 -0.72 0.81 -0.299
F 10.6858 1.5762 8.8403 -1.41 0.31 -0.88 -0.242
H 5.2677 2.1960 8.8771 -0.06 -0.08 -0.19 0.312
H 4.4611 0.8027 8.1154 0.12 0.07 -0.02 0.360
H 5.9577 0.5874 9.0448 -0.10 0.01 -0.19 0.322
H 5.6777 2.1199 6.4034 0.38 0.11 0.13 0.260
H 6.4342 0.5356 6.5570 0.19 0.15 0.23 0.313
C -2.8393 -3.3484 -11.5196 0.17 0.30 0.20 -1.124
C -4.2123 -3.8447 -11.1063 0.23 -0.14 -0.87 -0.196
O -4.4221 -3.6388 -9.7008 -0.76 1.54 1.22 -0.296
C -4.8054 -2.3753 -9.3271 0.33 0.12 -3.41 0.000
O -4.9632 -1.4479 -10.1147 0.23 -1.86 2.37 -0.522
C -5.0384 -2.3108 -7.8201 -0.40 0.76 2.23 1.325
F -4.0494 -2.9190 -7.1034 0.24 0.64 -2.04 -0.305
F -6.2023 -2.9235 -7.4551 0.62 0.43 -1.20 -0.274
F -5.1186 -1.0345 -7.3467 0.18 -1.26 -0.99 -0.260
H -2.0612 -3.8139 -10.9060 -0.13 -0.08 -0.14 0.302
H -2.6461 -3.5761 -12.5714 -0.07 -0.01 0.14 0.381
H -2.7510 -2.2667 -11.3779 -0.10 -0.14 -0.12 0.317
H -4.2794 -4.9236 -11.2820 -0.07 0.19 0.39 0.322
H -5.0084 -3.3727 -11.6934 0.14 0.08 0.30 0.325
C -7.4215 -11.3048 4.5266 -0.08 -0.34 -0.21 -0.975
C -8.0080 -11.2080 5.9227 0.67 0.46 -0.17 -0.267
O -9.1876 -12.0194 6.0327 -0.34 -1.91 0.51 -0.314
C -8.9803 -13.3581 6.2510 2.99 1.31 -0.15 0.381
O -7.8699 -13.8714 6.3454 -2.83 0.71 -0.13 -0.513
C -10.3123 -14.0892 6.3945 -2.33 -1.51 0.15 0.841
F -11.2214 -13.7281 5.4434 1.11 -0.04 0.66 -0.238
F -10.9054 -13.8415 7.5988 0.88 0.09 -0.89 -0.244
F -10.1896 -15.4444 6.3055 0.40 1.50 0.03 -0.236
H -8.1760 -11.0536 3.7741 0.13 0.10 0.21 0.289
H -6.5706 -10.6272 4.4166 -0.14 -0.03 0.05 0.324
H -7.0834 -12.3229 4.3098 0.04 0.15 0.13 0.341
H -8.3144 -10.1752 6.1198 -0.27 -0.33 0.02 0.322
H -7.2747 -11.4786 6.6909 -0.23 -0.19 -0.15 0.308
C 2.5680 7.3620 0.7478 0.28 0.15 -0.21 -0.884
C 1.1111 7.5371 0.3616 0.15 -0.58 0.48 -0.230
O 0.9408 8.7097 -0.4496 0.12 0.26 -2.01 -0.310
C 1.2402 8.5703 -1.7813 0.47 -2.74 1.41 0.356
O 1.6393 7.5258 -2.2865 -0.80 2.47 0.65 -0.515
C 0.9700 9.8728 -2.5296 -0.40 2.53 -1.52 0.852
F 1.4501 10.9700 -1.8760 -0.26 -1.34 -0.26 -0.239
F -0.3652 10.0929 -2.7090 1.09 -0.67 0.42 -0.246
F 1.5278 9.8991 -3.7737 -0.38 -0.58 1.41 -0.235
H 2.9491 8.2669 1.2321 -0.13 -0.15 0.04 0.391
H 2.6884 6.5162 1.4301 -0.07 0.07 -0.05 0.302
H 3.1922 7.1867 -0.1340 -0.12 -0.07 0.08 0.116
H 0.5089 7.6859 1.2641 0.01 0.28 -0.33 0.349
H 0.7162 6.6499 -0.1465 0.12 0.26 -0.13 0.304
```
Positions in Å, forces in eV/Å.

Output
Charge: +1
Spin multiplicity: 1
Highest occupied orbital energy in eV: -11.3740
E_LUMO in eV: -3.053